{
  "formula": "C26H35MgN2O2P",
  "method": "the ωB97M-V functional and the def2-TZVPD basis",
  "elements": ["P", "Mg", "O", "O", "N", "N", "C", "C", "C", "C", "C", "C", "C", "C", "C", "C", "C", "C", "C", "C", "C", "C", "C", "C", "C", "C", "C", "C", "C", "C", "C", "C", "H", "H", "H", "H", "H", "H", "H", "H", "H", "H", "H", "H", "H", "H", "H", "H", "H", "H", "H", "H", "H", "H", "H", "H", "H", "H", "H", "H", "H", "H", "H", "H", "H", "H", "H"],
  "positions_angstrom": [[0.3517, -1.5548, 0.2253], [0.4663, 1.0204, -0.3930], [-1.4551, 1.3126, -0.5743], [2.3877, 1.0931, -0.3662], [-0.9136, 3.5594, -0.4614], [0.3829, 3.0524, -0.4037], [2.3132, -1.9880, -1.6696], [1.3624, 3.9055, -0.4181], [-2.3869, -1.6457, 0.7007], [1.0963, 5.3803, -0.4940], [-4.1546, 1.9187, -0.7856], [3.2727, -2.7053, -2.3720], [0.8126, -1.6085, 2.0432], [3.5226, -4.0285, -2.0488], [-5.5099, 2.2157, -0.7979], [-5.9388, 3.5144, -0.5692], [0.3986, -2.8481, 2.8372], [-3.2170, 2.9181, -0.5482], [-1.5690, -1.9746, -1.6231], [-1.4027, -3.8460, 0.0014], [4.6248, 1.8434, -0.3494], [-3.6531, 4.2219, -0.3212], [0.1827, -0.3644, 2.6876], [1.5811, -2.5836, -0.6454], [2.7224, 3.4508, -0.3700], [1.8528, -3.9167, -0.3244], [-5.0057, 4.5166, -0.3308], [2.8141, -4.6324, -1.0181], [2.3380, -1.4492, 2.1129], [-1.7659, 2.5777, -0.5327], [3.1486, 2.1462, -0.3575], [-1.3091, -2.3279, -0.1500], [0.7713, -2.7472, 3.8604], [-0.7345, -4.3599, -0.6882], [-1.1920, -4.1873, 1.0131], [2.6835, -0.6216, 1.4885], [-0.8995, -0.3215, 2.5691], [-2.5335, -2.3946, -1.9211], [5.2327, 2.7382, -0.2314], [2.1596, -0.9423, -1.9054], [-2.9170, 4.9925, -0.1387], [-0.6824, -2.9663, 2.8941], [0.4753, 5.6927, 0.3461], [4.8985, 1.3529, -1.2863], [-1.6117, -0.8942, -1.7684], [3.4850, 4.2168, -0.3634], [0.8251, -3.7627, 2.4278], [3.0112, -5.6636, -0.7541], [0.5265, 5.6089, -1.3950], [0.6141, 0.5550, 2.2787], [2.8538, -2.3554, 1.7959], [-0.8047, -2.3979, -2.2790], [-5.3373, 5.5315, -0.1506], [-3.8082, 0.9095, -0.9623], [3.8289, -2.2217, -3.1645], [4.8465, 1.1432, 0.4576], [-2.3167, -1.9162, 1.7545], [2.6199, -1.2404, 3.1485], [-2.4229, -4.1550, -0.2433], [-6.9963, 3.7469, -0.5749], [-6.2327, 1.4317, -0.9865], [4.2727, -4.5888, -2.5921], [-3.3675, -1.9747, 0.3458], [2.0259, 5.9442, -0.4939], [0.4048, -0.3625, 3.7582], [1.3138, -4.4041, 0.4748], [-2.3425, -0.5594, 0.6021]],
  "homo_lumo_gap_ev": 7.63,
  "homo_energy_ev": -7.11,
  "e_above_lowest_kj_mol": 0.00
}